The following is a quantum chemistry calculation of a cluster of 6 separate species, C46H99BF4N4O2 in total, from the OMol25 dataset.

Last column: Mulliken charge in e.
Element x y z (Å)
C: 2.0749 -3.9878 0.7037  -0.3295
C: 2.3424 -3.4454 -0.7085  -1.0583
C: 2.9459 -2.0110 -0.6882  1.7345
C: 3.1847 -1.4882 -2.0938  -0.4328
N: 4.1689 -0.3114 -2.1395  0.7699
C: 3.6451 0.8651 -1.2660  -0.0887
C: 2.6652 1.6041 -2.1496  0.1897
C: 2.8653 1.1567 -3.5833  -0.5314
C: 4.1424 0.2537 -3.5369  -1.0780
C: 5.5465 -0.7163 -1.6844  -0.7143
C: 6.6733 0.2493 -1.8886  -0.6543
C: 7.5960 0.2552 -0.6437  -1.4607
H: 1.8086 -5.0285 0.6836  0.4149
H: 1.2647 -3.4896 1.2161  -0.3425
H: 2.9732 -3.7610 1.3196  0.1523
H: 1.4725 -3.4028 -1.3883  0.1350
H: 3.0136 -4.1364 -1.2418  0.6203
H: 3.8932 -2.0453 -0.1137  0.1383
H: 2.1524 -1.4247 -0.2249  -0.7899
H: 2.2443 -1.0958 -2.4407  -0.6938
H: 3.6075 -2.3144 -2.6946  0.5080
H: 4.5314 1.4150 -0.9824  0.6222
H: 3.2466 0.3704 -0.3484  -0.3158
H: 2.7475 2.6550 -2.0473  0.7500
H: 1.6599 1.3673 -1.7937  -0.5235
H: 3.0293 2.0375 -4.2142  0.6334
H: 2.1073 0.5456 -4.0469  -0.1871
H: 5.0501 0.8198 -3.6735  0.3898
H: 4.1826 -0.4794 -4.3038  0.5538
H: 5.7600 -1.6539 -2.1725  0.4928
H: 5.5246 -0.9735 -0.6496  0.3720
H: 6.3949 1.2798 -2.1091  0.4271
H: 7.3859 0.0304 -2.7225  0.4276
H: 7.9603 -0.7709 -0.4787  0.3316
H: 7.0399 0.5164 0.2675  0.3271
H: 8.4238 0.9124 -0.8123  0.4532
C: -1.1480 1.0362 -9.0313  -1.3695
C: -0.6290 1.1101 -7.5968  -0.1984
C: -1.7601 1.2353 -6.6034  -0.9117
C: -1.3851 1.3860 -5.1197  0.0765
N: -2.5388 1.1846 -4.1971  0.8942
C: -2.0944 1.2093 -2.7771  -0.1824
C: -3.3069 0.4044 -2.0932  0.7290
C: -3.8718 -0.5645 -3.0878  -1.0206
C: -3.0179 -0.3008 -4.3244  -0.3033
C: -3.6506 2.1876 -4.4436  -1.1642
C: -3.2875 3.6508 -4.3516  -0.2198
C: -4.5867 4.4817 -4.5051  -1.3554
H: -1.7351 1.9363 -9.1586  0.3490
H: -1.7236 0.1525 -9.3335  0.3387
H: -0.2870 1.0525 -9.7497  0.3785
H: -0.0176 2.0012 -7.5009  0.3478
H: -0.0232 0.2560 -7.2786  0.2091
H: -2.3757 0.3624 -6.7812  0.3112
H: -2.4950 2.0033 -6.7895  0.4492
H: -0.9452 2.3372 -4.9124  0.8810
H: -0.6434 0.6098 -4.8880  -0.8220
H: -2.0103 2.1761 -2.3244  0.5887
H: -1.1171 0.6923 -2.7084  -0.7495
H: -4.0647 1.1341 -1.8023  0.4395
H: -3.0286 0.0093 -1.1440  -0.7030
H: -4.9084 -0.4091 -3.2802  0.3616
H: -3.7342 -1.5949 -2.7566  0.5153
H: -3.6543 -0.3470 -5.2408  0.6091
H: -2.0689 -0.8702 -4.4239  0.0326
H: -4.4561 2.0059 -3.7066  0.5437
H: -4.1603 1.9400 -5.4014  0.5874
H: -2.6194 3.8928 -5.1987  0.3109
H: -2.7397 3.9761 -3.4773  0.2703
H: -4.2378 5.4621 -4.7938  0.4121
H: -5.2285 4.5038 -3.6152  0.3198
H: -5.1365 4.0005 -5.3062  0.3609
C: -5.4532 -1.5769 1.0130  -1.3619
C: -4.5536 -1.3245 2.2638  0.2721
C: -4.4952 0.1499 2.5166  -0.5998
C: -3.4418 0.6478 3.4624  0.3491
N: -2.8464 2.0048 3.0155  0.8422
C: -2.3141 1.8748 1.6030  -0.4209
C: -1.1046 2.7590 1.4586  -1.0217
C: -0.5196 2.8212 2.8909  0.5423
C: -1.6254 2.2609 3.8110  -1.0924
C: -3.8247 3.0785 3.2237  -0.9080
C: -3.3659 4.4982 2.8481  0.1080
C: -4.4771 5.4899 3.1641  -1.6019
H: -6.4798 -1.3027 1.2138  0.4143
H: -5.4590 -2.6644 0.8569  0.4757
H: -5.0736 -1.1378 0.0952  0.0729
H: -3.5679 -1.7176 2.0263  -0.3089
H: -4.9977 -1.9506 3.0342  0.5115
H: -5.4405 0.5718 2.8630  0.5471
H: -4.3353 0.5885 1.5198  -0.0325
H: -2.5719 -0.0033 3.3558  -0.5370
H: -3.8187 0.7435 4.4950  0.7884
H: -3.0969 2.3199 0.9211  0.4389
H: -2.1610 0.8203 1.5381  -0.1381
H: -1.4996 3.6799 1.0327  0.3327
H: -0.2476 2.4289 0.9048  0.3070
H: -0.1131 3.7766 3.2695  0.5403
H: 0.3036 2.1480 2.8583  -0.8957
H: -1.8714 2.8867 4.7034  0.4674
H: -1.2893 1.3040 4.1217  0.5310
H: -4.0526 3.0228 4.2683  0.4597
H: -4.6363 2.7827 2.5550  0.3908
H: -3.0410 4.5960 1.8290  0.1670
H: -2.4652 4.7123 3.4272  0.3049
H: -5.3944 5.3302 2.6108  0.3791
H: -4.1403 6.5061 2.9816  0.4164
H: -4.7890 5.5680 4.2021  0.3949
C: -1.7698 -3.7419 3.7566  -0.9645
C: -0.4917 -4.5333 4.0084  -0.9451
C: 0.6396 -3.6379 4.6535  -0.6805
C: 1.3036 -2.6969 3.7167  0.7883
N: 2.1966 -1.5643 4.2943  0.6150
C: 1.3518 -0.5935 5.0760  -0.0777
C: 2.2016 0.6881 5.1240  -1.0417
C: 3.0751 0.5764 3.8461  -1.1670
C: 2.7150 -0.7772 3.2241  -0.0168
C: 3.3377 -2.0975 5.1779  -1.1679
C: 4.1379 -3.2393 4.5595  0.4589
C: 5.2929 -3.5064 5.4016  -1.6400
H: -2.4687 -4.4249 3.2658  0.4388
H: -1.4972 -2.8462 3.1899  -0.0074
H: -2.1959 -3.4386 4.7073  0.3959
H: -0.1342 -4.9754 3.0902  0.3655
H: -0.7098 -5.3793 4.6739  0.4690
H: 1.3655 -4.3626 5.0469  0.2229
H: 0.1689 -3.0794 5.4984  0.2338
H: 0.4613 -2.1231 3.2917  -1.0575
H: 1.7978 -3.0897 2.8781  0.3897
H: 1.0366 -0.9595 6.0418  0.6316
H: 0.4550 -0.3444 4.4354  -0.4104
H: 2.7783 0.6795 6.0300  0.3241
H: 1.5957 1.5260 5.0855  0.6022
H: 4.1002 0.7449 4.1097  0.4194
H: 2.8582 1.3171 3.0856  0.5308
H: 3.5649 -1.3339 2.8316  0.3529
H: 1.9888 -0.5775 2.4472  -0.2818
H: 2.9287 -2.4537 6.1272  0.4389
H: 3.9347 -1.2521 5.4745  0.7746
H: 4.4227 -3.0151 3.5290  0.1367
H: 3.5728 -4.2063 4.4399  0.1323
H: 6.0164 -4.1320 4.8457  0.3899
H: 5.0955 -4.0518 6.3370  0.3713
H: 5.8625 -2.6422 5.7310  0.3676
B: 0.2805 -1.8429 -4.3917  0.1453
F: -0.0939 -0.9545 -3.2366  -0.3401
F: 1.0029 -2.9487 -3.8151  -0.3408
F: -0.8890 -2.2887 -5.0420  -0.3830
F: 1.0038 -1.0458 -5.3444  -0.3330
C: -1.0539 -1.3921 0.3924  -0.2582
C: -0.1538 -0.5211 1.2187  0.8856
O: 0.8804 -0.1362 0.6671  -1.0252
O: -0.4378 -0.1818 2.4001  0.4150
H: -0.9245 -1.2250 -0.6819  -0.3352
H: -2.1332 -1.2618 0.5988  -0.5774
H: -0.8476 -2.4520 0.6026  0.0607

Summary:
Net charge: +2
Frontier orbital gap in eV: 9.45
LUMO in eV: -3.676
Spin multiplicity: 1
Max |F| in eV/Å: 3.557

=====

The following is a quantum chemistry calculation of the ion C4H11O2S with charge +1, from the OMol25 dataset.

Last column: Mulliken charge in e.
Element x y z (Å)
C: -0.3023 -1.7591 0.0564  -0.8346
C: -0.6452 -0.0984 -2.3129  -1.1338
C: 0.8294 1.0415 1.7530  -0.3679
C: -0.1565 1.2357 0.2596  -0.7776
O: 1.7284 -0.2428 -0.9612  -0.5694
O: 0.4319 -0.1025 2.4843  -0.4745
S: 0.3348 -0.2827 -0.7740  0.9150
H: 0.0300 -2.7185 -0.4840  0.3787
H: -1.4309 -1.6337 -0.0735  0.3431
H: -0.0347 -1.7111 1.1255  0.3538
H: -0.2924 -0.9512 -2.8890  0.3989
H: -0.5074 0.6479 -3.0006  0.4820
H: -1.6652 0.1790 -2.1373  0.4045
H: 0.7270 1.9656 2.3128  0.4007
H: 1.8882 1.0593 1.3430  0.3302
H: -1.2893 1.1303 0.3437  0.4269
H: 0.2053 2.1198 -0.3837  0.4114
H: 0.1487 0.1208 3.3380  0.3128

Summary:
Net charge: +1
Frontier orbital gap in eV: 11.98
LUMO in eV: -2.913
Spin multiplicity: 1
Max |F| in eV/Å: 3.804

=====

The following is a quantum chemistry calculation of a structure of composition C14H28BClF4KNbO7S, from the OMol25 dataset.

Last column: Mulliken charge in e.
Element x y z (Å)
C: 2.0893 -4.3301 0.8802  -1.4699
C: 1.7041 -3.0695 0.0947  0.4341
C: 0.3589 -2.3723 0.5595  -0.5192
Cl: -0.2081 -2.9267 2.1659  -0.1971
Nb: 0.4088 -0.0465 0.3515  -1.0348
C: -1.6368 0.0796 1.3288  -1.2681
C: -2.6346 1.0335 0.6390  -0.3468
C: -3.9634 0.3492 0.2560  -1.0100
C: -4.6996 1.1533 -0.8324  -0.8338
S: -5.5188 0.2166 -2.0915  1.2121
O: -5.5897 1.0226 -3.2759  -0.6417
O: -6.7524 -0.3274 -1.6094  -0.6441
O: -4.5049 -0.9841 -2.3522  -0.3701
C: 1.4797 0.2261 2.3233  -1.0811
C: 2.9203 0.7424 2.2076  -0.2991
C: 3.8919 -0.3563 1.7281  -0.1143
C: 4.4754 -0.1633 0.3632  0.3673
O: 4.7708 -1.0865 -0.3609  -0.6310
O: 4.6938 1.1251 0.0103  -0.4536
B: 0.5966 2.2793 0.0953  0.7893
O: -0.2987 3.1762 0.6993  -0.3648
O: 1.6277 2.8380 -0.6080  -0.3418
C: 2.0035 4.1890 -0.3114  -0.8066
C: -0.4123 -0.4422 -1.7776  0.7105
F: 0.2868 -1.5512 -2.3264  -0.3157
F: -1.7340 -0.8614 -1.8054  -0.2108
C: -0.3025 0.5943 -2.8854  -0.2470
F: 0.9727 1.0462 -3.0019  -0.2288
F: -1.1497 1.6406 -2.6157  -0.2114
H: 2.6615 -4.0931 1.7661  0.3182
H: 2.7591 -4.9065 0.2417  0.4617
H: 1.2438 -4.9755 1.0926  0.3320
H: 1.5751 -3.3900 -0.9525  0.5691
H: 2.5150 -2.3577 0.0512  -0.6117
H: -0.4445 -2.6800 -0.1467  0.2664
H: 2.0841 -0.1713 -0.3971  0.2677
H: -1.5014 0.2916 2.3862  0.5160
H: -2.0482 -0.9296 1.2622  0.4812
H: -2.2370 1.5192 -0.2478  0.2214
H: -2.8831 1.8274 1.3390  0.5144
H: -4.5936 0.3792 1.1374  0.3940
H: -3.7849 -0.6660 -0.0717  0.5417
H: -4.0403 1.8314 -1.3616  0.4256
H: -5.5103 1.7420 -0.4194  0.4787
H: -4.9856 -1.5731 -2.9469  0.3038
H: 0.9048 0.9570 2.8972  0.4769
H: 1.4993 -0.6891 2.9162  0.6454
H: 3.2614 1.0645 3.1931  0.3498
H: 3.0099 1.6120 1.5691  0.0721
H: 3.4008 -1.3195 1.7680  -0.2068
H: 4.7259 -0.4042 2.4268  0.4243
H: 4.4684 1.2113 -0.9199  0.3744
H: -0.3430 2.9630 1.6325  0.2972
H: 1.2527 4.9017 -0.6306  0.2840
H: 2.2084 4.2913 0.7474  0.3043
H: 2.9045 4.3918 -0.8788  0.2404
H: -0.6051 0.1461 -3.8388  0.2702
K: -0.3725 -4.1685 -1.4635  1.1158

Summary:
Frontier orbital gap in eV: 6.35
LUMO in eV: -1.307
Spin multiplicity: 1
Max |F| in eV/Å: 3.944

=====

The following is a quantum chemistry calculation of the ion C5H7N2 with charge +1, from the OMol25 dataset.

Last column: Mulliken charge in e.
Element x y z (Å)
C: -1.3524 0.5037 0.3399  -0.7755
C: 0.0257 -1.4482 0.4271  -0.4150
C: -2.5175 0.1277 0.0169  0.8396
C: 0.0339 0.9813 0.2427  -0.4247
C: 0.6901 -0.3220 -0.2401  0.1411
N: -3.6087 -0.2467 -0.3459  -0.4370
N: 2.2613 -0.4121 -0.0628  -0.3314
H: 0.1381 1.8346 -0.4343  0.3510
H: 0.4179 1.2535 1.2270  0.3364
H: 0.5210 -0.4173 -1.3176  0.2838
H: -4.4336 -0.5039 0.1657  0.3029
H: 2.5467 -1.3888 -0.2177  0.3879
H: 2.5048 -0.1652 0.9039  0.3823
H: 2.7728 0.2035 -0.7048  0.3586

Summary:
Net charge: +1
Frontier orbital gap (alpha / beta) in eV: 7.66 / 6.89
LUMO (alpha / beta) in eV: -5.121 / -5.637
Spin multiplicity: 1
Max |F| in eV/Å: 1.686

=====

The following is a quantum chemistry calculation of a structure of composition C18H17AuN3O7, from the OMol25 dataset.

Last column: Mulliken charge in e.
Element x y z (Å)
Au: -2.2289 -1.9118 -0.6818  0.4674
O: -0.8067 0.8210 0.5964  -0.4554
C: -0.7745 1.6633 -0.4603  0.2482
C: 0.4247 2.2825 -0.8001  -0.3923
C: 0.4690 3.1532 -1.8696  -0.4199
C: -0.6785 3.4327 -2.5951  -0.6393
C: -1.8745 2.8342 -2.2476  -0.5789
C: -1.9418 1.9429 -1.1872  0.3781
C: -3.2703 1.3186 -0.8023  0.2957
O: -4.3032 1.7428 -1.3020  -0.7654
O: -3.2105 0.3783 0.0791  -0.7423
H: -1.7713 0.4730 0.5506  0.4212
H: 1.3137 2.0586 -0.2269  0.4138
H: 1.4085 3.6197 -2.1355  0.4022
H: -0.6405 4.1217 -3.4275  0.3792
H: -2.7818 3.0443 -2.7944  0.4593
O: -0.2392 -0.9521 -4.0888  -0.6945
C: -0.3044 -1.3259 -2.9276  0.6321
O: -1.2505 -2.0499 -2.4687  -0.6866
C: 0.8788 -0.9961 -2.0207  -0.2082
C: 1.8434 -0.1404 -2.5352  -0.7824
C: 3.0086 0.1612 -1.8422  -1.0615
C: 3.1577 -0.4112 -0.6026  1.1395
O: 4.2134 -0.3058 0.2862  -0.5041
C: 3.7735 -0.9618 1.4503  -0.3263
O: 2.5959 -1.6801 1.1806  -0.4712
C: 2.1813 -1.2471 -0.0664  1.1553
C: 1.0436 -1.5702 -0.7601  -0.8188
H: 1.6536 0.2844 -3.5085  0.4917
H: 3.7624 0.8114 -2.2530  0.4280
H: 3.5777 -0.2087 2.2407  0.3002
H: 4.5559 -1.6510 1.8018  0.2309
H: 0.2941 -2.2277 -0.3499  0.4367
N: -0.9708 -0.2132 3.0967  0.1129
C: 0.3081 0.0059 3.4383  -0.3055
C: 0.8704 -1.2257 3.6777  -0.4068
C: -0.1592 -2.1378 3.4222  -0.5162
N: -1.2641 -1.5082 3.0659  -0.7161
H: -1.6215 0.4574 2.7189  0.3206
H: 0.7186 0.9935 3.4894  0.4572
H: 1.8723 -1.4463 3.9771  0.4350
H: -0.1478 -3.2065 3.4931  0.4627
N: -3.2937 -2.0905 1.1391  -0.6214
H: -3.8989 -1.2813 1.0305  0.3872
H: -2.6570 -1.9236 1.9274  0.3912
H: -3.8354 -2.9278 1.2923  0.2666

Summary:
Net charge: -1
Frontier orbital gap in eV: 7.84
LUMO in eV: 2.657
Spin multiplicity: 1
Max |F| in eV/Å: 1.186

=====

The following is a quantum chemistry calculation of a structure of composition C11H32BeN2O5P2, from the OMol25 dataset.

Last column: Mulliken charge in e.
Element x y z (Å)
O: 0.1947 -2.7416 -2.9008  -0.5024
H: 0.2398 -3.0122 -3.8020  0.2392
Be: 0.4890 -0.2316 -0.9563  0.5062
N: 0.1089 1.4494 -1.0945  0.4323
N: -1.3097 -0.6663 -1.3904  0.9009
O: 0.9022 2.5416 -1.4559  -0.5862
O: -2.0510 -1.6600 -1.6819  -0.8706
C: -1.1562 1.6835 -1.3795  0.7371
C: -1.9836 0.5265 -1.3990  0.1659
C: -1.7641 3.0420 -1.5010  -1.7962
C: -3.4641 0.5392 -1.4409  -1.5836
H: -0.9737 3.7494 -1.7365  0.4205
H: -2.2425 3.4523 -0.5884  0.2181
H: -2.4914 3.0429 -2.3249  0.4391
H: -3.8210 -0.4769 -1.6896  0.3774
H: -3.8523 1.2531 -2.1840  0.4208
H: -3.8629 0.7775 -0.4443  0.1339
H: 1.0653 3.1184 -0.6525  0.3343
H: -0.6473 -2.3580 -2.7345  0.2802
O: -3.1453 0.9832 1.5360  -0.5777
H: -3.2121 1.9538 1.5921  0.2441
H: -3.8594 0.6419 2.0740  0.2475
C: 1.8037 -0.7556 -1.5619  -0.8083
H: 1.7660 -1.8764 -1.1665  -0.0425
H: 0.9758 -0.2497 -2.3261  -0.0483
H: 2.4371 -0.9293 -2.4242  0.5547
O: 3.8901 3.4392 -0.9666  -0.6698
H: 3.3280 3.2248 -1.7255  0.3348
H: 4.7239 2.9721 -1.1294  0.3072
C: 0.1036 1.0965 2.1443  -1.3865
P: 1.4618 0.3944 1.1402  1.3180
C: 2.6847 1.7032 1.2100  -1.4570
C: 2.0835 -0.8354 2.2885  -1.4482
C: 1.3550 -2.1712 2.1578  -1.0659
P: 0.1358 -2.1465 0.7892  1.2675
C: 0.1986 -3.7790 0.0366  -1.1874
C: -1.4819 -2.0528 1.5598  -1.4147
H: -0.8835 1.0077 1.7057  0.0192
H: 0.3071 2.1527 2.2647  0.5279
H: 0.0801 0.6193 3.1160  0.3744
H: 3.5005 1.3340 1.8204  0.5234
H: 3.0711 2.0154 0.2463  0.1504
H: 2.2428 2.5641 1.6923  0.3742
H: 3.1516 -0.9757 2.1105  0.4363
H: 1.9694 -0.4484 3.3013  0.4691
H: 2.0272 -3.0094 1.9493  0.4126
H: 0.7751 -2.4247 3.0469  0.3949
H: -0.7662 -4.2571 0.2342  0.3542
H: 0.3653 -3.7080 -1.0498  0.2878
H: 0.9935 -4.3489 0.5289  0.3592
H: -1.3619 -2.0778 2.6495  0.4286
H: -2.0495 -1.1549 1.2821  -0.0080
H: -2.0515 -2.9310 1.2303  0.4620

Summary:
Frontier orbital gap (alpha / beta) in eV: 5.81 / 5.82
LUMO (alpha / beta) in eV: -0.003 / -0.002
Spin multiplicity: 1
Max |F| in eV/Å: 4.441